[1]
The following is a quantum chemistry calculation of C36H29BrN3O4PPd as an isolated structure, from the Open Molecules 2025 dataset.

Output
spin multiplicity	5
LUMO (alpha / beta)	0.282 / -1.430	eV

```
75
Properties=species:S:1:pos:R:3:forces:R:3:mulliken_charge:R:1
Pd 1.266 0.296 -0.007 -0.3 0.2 0.1 0.8600
C 4.722 1.956 -2.167 0.0 0.0 0.0 -1.4767
C 3.817 1.651 -0.999 0.0 0.0 0.0 1.1170
O 3.301 0.521 -0.977 0.0 0.0 0.0 -0.4511
C 3.687 2.670 0.012 0.0 0.0 0.0 -1.0345
C 3.070 2.542 1.235 0.0 0.0 0.0 0.8591
C 3.229 3.580 2.302 0.0 0.0 0.0 -1.4554
N 2.329 1.441 1.489 0.0 0.1 0.0 0.0495
N 1.979 1.226 2.738 0.0 0.0 0.0 -0.5431
C 1.340 0.027 2.872 0.0 0.0 0.1 0.2438
O 1.185 -0.797 1.946 0.0 0.0 0.0 -0.7867
C 0.823 -0.292 4.227 0.0 0.0 0.0 0.4415
C 0.122 -1.481 4.409 0.0 0.0 0.0 -0.4126
C -0.398 -1.796 5.653 0.0 0.0 0.0 -0.7466
C -0.220 -0.926 6.721 0.0 0.0 0.0 -0.3662
C 0.479 0.261 6.542 0.0 0.0 0.0 -0.6779
C 0.999 0.580 5.299 0.0 0.0 0.0 -0.1689
H 4.250 1.596 -3.079 0.0 0.0 0.0 0.3351
H 5.657 1.408 -2.037 0.0 0.0 0.0 0.3447
H 4.947 3.016 -2.255 0.0 0.0 0.0 0.3976
H 4.231 3.586 -0.170 0.0 0.0 0.0 0.2697
H 3.768 4.444 1.919 0.0 0.0 0.0 0.4094
H 3.772 3.162 3.150 0.0 0.0 0.0 0.3203
H 2.252 3.887 2.675 0.0 0.0 0.0 0.3323
H -0.013 -2.142 3.563 0.0 0.0 0.0 0.4804
H -0.944 -2.721 5.791 0.0 0.0 0.0 0.4131
H -0.626 -1.172 7.694 0.0 0.0 0.0 0.3878
H 0.617 0.939 7.375 0.0 0.0 0.0 0.3943
H 1.543 1.502 5.145 0.0 0.0 0.0 0.4731
C -3.084 -3.177 2.308 0.0 0.0 0.0 -0.6244
C -2.527 -3.990 1.328 0.0 0.0 0.0 -0.6054
C -1.732 -3.435 0.338 0.0 0.0 0.0 -0.4423
C -1.485 -2.065 0.327 0.0 0.0 0.0 0.2962
C -2.034 -1.254 1.318 0.0 0.0 0.0 -0.1976
C -2.839 -1.811 2.302 0.0 0.0 0.0 -0.7026
P -0.438 -1.273 -0.919 0.1 0.0 -0.1 1.9900
C -1.539 -0.776 -2.270 0.1 0.0 0.0 0.5267
C -2.913 -0.649 -2.099 0.0 0.0 0.0 -0.2902
C -3.690 -0.088 -3.104 0.0 0.0 0.0 -0.8748
C -3.100 0.340 -4.283 0.0 0.0 0.0 -0.4636
C -1.729 0.201 -4.464 0.0 0.0 0.0 -0.7217
C -0.949 -0.344 -3.459 0.0 0.0 0.0 -0.6747
C 0.747 -2.475 -1.544 0.0 0.1 0.1 -0.0003
C 0.664 -3.637 -2.316 0.0 0.0 -0.1 -0.2750
C 1.830 -4.322 -2.617 0.0 0.0 0.0 -0.8833
C 3.071 -3.863 -2.170 0.0 0.0 0.0 -0.4307
C 3.176 -2.695 -1.419 0.0 0.0 -0.1 -1.0693
C 1.993 -2.059 -1.142 0.1 -0.2 -0.1 0.2532
H -3.706 -3.612 3.081 0.0 0.0 0.0 0.3977
H -2.714 -5.056 1.337 0.0 0.0 0.0 0.4194
H -1.289 -4.075 -0.417 0.0 0.0 0.0 0.2580
H -1.821 -0.190 1.316 0.0 0.0 0.0 0.4350
H -3.258 -1.179 3.074 0.0 0.0 0.0 0.4657
H -3.377 -0.972 -1.175 0.0 0.0 0.0 0.3970
H -4.758 0.019 -2.960 0.0 0.0 0.0 0.4535
H -3.704 0.788 -5.062 0.0 0.0 0.0 0.4367
H -1.266 0.544 -5.380 0.0 0.0 0.0 0.4058
H 0.127 -0.408 -3.581 0.0 0.0 0.0 0.3467
H -0.290 -3.989 -2.693 0.0 0.0 0.0 0.4822
H 1.781 -5.223 -3.215 0.0 0.0 0.0 0.4026
H 3.966 -4.419 -2.422 0.0 0.0 0.0 0.3959
H 4.132 -2.308 -1.092 0.0 0.0 0.0 0.5183
Br -5.532 3.666 -1.596 0.0 0.0 0.0 -0.1675
C -3.747 3.434 -2.180 0.0 0.1 0.0 -0.0614
C -3.386 3.842 -3.456 0.0 0.0 0.0 -0.2170
N -2.154 3.695 -3.932 0.0 0.0 0.0 -0.6274
C -1.248 3.128 -3.140 0.0 0.0 0.0 -0.1946
C -1.522 2.697 -1.849 0.0 0.0 0.0 0.1966
C -2.807 2.856 -1.352 0.0 0.0 0.0 -0.3695
C -0.480 1.998 -1.031 0.0 0.0 -0.1 0.7690
O 0.630 1.737 -1.582 0.0 0.1 0.0 -0.7349
O -0.765 1.624 0.131 0.0 -0.1 0.1 -0.7718
H -4.117 4.303 -4.110 0.0 0.0 0.0 0.3895
H -0.252 2.992 -3.544 0.0 0.0 0.0 0.5994
H -3.047 2.514 -0.354 0.0 0.0 0.0 0.5560
```
Forces are in eV/Å.

=====

[2]
The following is a quantum chemistry calculation of a 2-piece molecular cluster, C3H6N2O overall in a non-equilibrium geometry, from the Open Molecules 2025 dataset.

Output
SMILES string	N#CC=O.CN
spin multiplicity	1
LUMO	-1.096	eV

```
12
Properties=species:S:1:pos:R:3:forces:R:3:nbo_charge:R:1
N -0.398 -0.721 -2.318 0.9 0.4 0.5 -0.2311
C 0.526 -0.285 -1.775 -0.8 -0.4 -0.5 0.1544
C 1.749 0.294 -1.185 0.2 0.0 0.5 0.3434
O 2.008 0.230 -0.012 -0.1 0.0 -0.7 -0.4334
H 2.405 0.782 -1.922 0.0 0.0 0.1 0.1655
C -1.083 0.459 1.221 -0.1 0.2 0.1 -0.4128
N -0.741 -0.940 1.010 0.0 -0.1 -0.1 -0.8383
H -1.038 1.105 0.326 0.0 -0.2 0.1 0.1533
H -0.408 0.887 1.968 -0.1 -0.1 -0.1 0.1953
H -2.099 0.524 1.622 0.1 0.1 -0.1 0.1914
H 0.260 -1.045 0.900 -0.1 0.0 0.0 0.3571
H -1.179 -1.290 0.165 0.0 0.0 0.2 0.3552
```
Forces are in eV/Å.

=====

Calculated energy relative to the best compared isomer or geometry (same formula, charge and spin) (kcal per mole), listed in the same order as above: 2.9 55.6